(1)
Here is C41H33Cl5FInN6O5STe as an isolated structure in a non-equilibrium geometry from OMol25. Energies are from ωB97M-V/def2-TZVPD.

Output
Spin multiplicity: 1
Frontier orbital gap in eV: 3.11

```
94
Properties=species:S:1:pos:R:3:mulliken_charge:R:1
In -11.22 -17.22 -9.12 1.927
C -7.40 -17.37 -11.77 -1.772
C -8.60 -16.98 -10.99 0.378
N -9.51 -17.89 -10.56 1.236
N -9.36 -19.15 -10.92 -1.354
C -10.30 -19.91 -10.30 0.271
O -11.22 -19.42 -9.62 -0.530
C -10.26 -21.41 -10.46 0.049
C -10.98 -22.26 -9.65 -0.205
C -10.84 -23.67 -9.79 -0.697
C -10.10 -24.18 -10.89 -0.296
C -9.44 -23.32 -11.76 -0.720
C -9.49 -21.94 -11.53 -0.329
C -8.82 -15.59 -10.58 0.679
C -7.95 -14.51 -10.98 -1.054
C -8.11 -13.28 -10.39 -0.540
C -9.17 -13.07 -9.49 -1.014
C -10.04 -14.16 -9.24 -0.404
N -9.88 -15.35 -9.77 0.619
H -7.35 -18.42 -12.11 0.345
H -6.51 -17.10 -11.21 0.323
H -7.41 -16.79 -12.70 0.371
H -11.65 -21.82 -8.93 0.549
H -11.30 -24.39 -9.09 0.358
H -10.16 -25.23 -11.13 0.374
H -8.88 -23.76 -12.59 0.349
H -8.97 -21.27 -12.23 0.359
H -7.17 -14.69 -11.73 0.392
H -7.36 -12.52 -10.49 0.443
H -9.37 -12.12 -9.02 0.442
H -10.87 -14.01 -8.57 0.618
F -5.44 -19.95 -6.44 -0.347
C -6.42 -19.44 -5.65 -0.062
C -7.54 -18.92 -6.30 -0.466
C -8.50 -18.09 -5.71 0.380
C -9.58 -17.46 -6.47 0.751
O -9.66 -17.73 -7.72 -0.327
C -10.55 -16.79 -5.59 0.020
C -10.30 -16.58 -4.27 -0.300
N -9.29 -17.18 -3.58 0.235
C -9.26 -17.08 -2.15 -0.290
C -10.55 -16.96 -1.46 -1.042
C -9.73 -18.27 -1.38 -0.469
C -8.33 -17.92 -4.30 0.133
C -7.30 -18.53 -3.58 -0.818
C -6.22 -19.12 -4.29 -0.805
N -5.04 -19.32 -3.52 0.297
C -4.12 -18.19 -3.59 -0.377
C -2.75 -18.38 -2.80 -0.851
N -2.58 -19.71 -2.16 -0.141
C -3.05 -20.87 -3.02 -0.623
C -4.48 -20.71 -3.47 -0.415
C -11.74 -16.08 -6.20 -0.024
O -12.61 -15.58 -5.44 -0.790
O -11.73 -15.93 -7.52 -0.469
H -7.74 -19.19 -7.36 0.504
H -10.93 -15.88 -3.73 0.834
H -8.41 -16.52 -1.70 0.409
H -11.58 -16.98 -1.91 0.385
H -10.44 -16.40 -0.56 0.278
H -9.92 -19.22 -1.93 0.254
H -9.32 -18.40 -0.37 0.293
H -7.24 -18.51 -2.50 0.537
H -4.60 -17.30 -3.26 0.400
H -3.86 -18.06 -4.65 0.365
H -2.59 -17.65 -2.05 0.409
H -1.97 -18.29 -3.57 0.345
H -3.04 -19.73 -1.25 0.402
H -1.56 -19.76 -2.01 0.355
H -2.97 -21.82 -2.44 0.344
H -2.37 -20.82 -3.88 0.326
H -5.17 -21.34 -2.87 0.338
H -4.54 -21.14 -4.53 0.298
Cl -16.91 -22.39 -6.35 -0.232
C -15.99 -20.91 -6.62 0.237
C -14.74 -20.72 -6.10 0.227
Cl -14.27 -21.53 -4.71 -0.235
C -13.82 -19.88 -6.74 0.291
Cl -12.14 -19.92 -6.29 -0.157
C -14.21 -18.92 -7.73 -0.798
O -13.42 -18.09 -8.30 -0.301
C -15.55 -19.16 -8.23 0.029
Cl -15.84 -18.27 -9.66 -0.179
C -16.47 -20.00 -7.63 0.283
Cl -18.10 -19.95 -8.04 -0.204
Te -13.15 -16.23 -11.15 -0.045
C -11.88 -16.06 -12.77 0.037
C -11.68 -17.14 -13.67 -0.376
C -10.86 -16.92 -14.77 -0.571
C -10.47 -15.61 -14.84 -0.572
S -11.17 -14.62 -13.52 -0.182
H -12.06 -18.10 -13.44 0.466
H -10.63 -17.74 -15.42 0.413
H -9.85 -15.17 -15.59 0.427
```

---

(2)
Here is C41H33KN3O4PS as an isolated structure from OMol25. Energies are from ωB97M-V/def2-TZVPD.

Output
Spin multiplicity: 1
Frontier orbital gap in eV: 5.63
Net charge: -2

```
84
Properties=species:S:1:pos:R:3:mulliken_charge:R:1
K -0.13 0.99 -0.86 0.675
C -2.70 -2.50 -1.90 -1.305
C -1.46 -2.65 -1.07 1.121
C -0.21 -2.28 -1.58 -0.483
C 0.93 -2.39 -0.80 -0.180
C 0.85 -2.85 0.51 -0.188
C -0.38 -3.21 1.03 -0.562
C -1.52 -3.11 0.24 -0.424
H -3.59 -2.74 -1.31 0.280
H -2.68 -3.15 -2.77 0.443
H -2.77 -1.47 -2.25 0.028
H -0.14 -1.86 -2.58 0.185
H 1.88 -2.06 -1.21 0.315
H 1.74 -2.87 1.13 0.275
H -0.46 -3.53 2.06 0.318
H -2.49 -3.36 0.66 0.257
C 4.71 1.98 -0.53 -0.429
C 5.01 0.71 -0.05 -0.608
C 4.27 0.17 0.98 -0.633
C 3.23 0.89 1.57 0.500
C 2.94 2.16 1.09 0.121
C 3.67 2.70 0.04 -0.791
P 2.32 0.06 2.94 0.121
C 3.55 0.34 4.29 -0.151
C 4.49 1.38 4.29 -0.011
C 5.36 1.55 5.35 -0.664
C 5.32 0.69 6.44 -0.391
C 4.39 -0.35 6.45 -0.534
C 3.53 -0.52 5.38 -0.273
C 0.97 1.25 3.32 -0.091
C 0.85 1.91 4.54 -0.464
C -0.25 2.74 4.76 -0.554
C -1.20 2.88 3.74 -0.737
C -1.04 2.20 2.54 -0.111
C 0.05 1.35 2.26 -0.232
H 5.26 2.40 -1.37 0.423
H 5.81 0.13 -0.51 0.355
H 4.48 -0.84 1.33 0.273
H 2.10 2.70 1.51 0.382
H 3.41 3.67 -0.36 0.462
H 4.53 2.05 3.44 0.375
H 6.08 2.36 5.33 0.365
H 6.00 0.82 7.27 0.348
H 4.35 -1.02 7.30 0.364
H 2.81 -1.33 5.39 0.346
H 1.59 1.81 5.33 0.260
H -0.37 3.26 5.70 0.337
H -2.06 3.52 3.90 0.337
H -1.81 2.34 1.78 0.317
O -1.89 0.55 -2.69 -0.788
C -2.92 1.27 -2.87 -0.016
C -3.13 2.04 -4.06 -0.884
C -4.26 2.79 -4.27 -0.366
C -5.29 2.84 -3.33 -0.786
C -5.13 2.12 -2.16 -0.540
C -4.00 1.34 -1.91 0.704
C -3.91 0.61 -0.63 -0.149
N -2.84 0.35 0.10 0.680
C -3.29 -0.32 1.21 -0.455
C -4.64 -0.48 1.16 -1.016
N -5.03 0.12 -0.02 -0.028
H -2.33 2.02 -4.79 0.414
H -4.35 3.37 -5.19 0.352
H -6.17 3.45 -3.48 0.338
H -5.89 2.18 -1.38 0.364
H -2.60 -0.61 1.98 0.528
H -5.34 -0.94 1.84 0.445
H -5.95 0.13 -0.42 0.239
O 1.30 3.94 -4.55 -0.708
S 2.24 3.54 -3.53 1.029
O 2.87 4.61 -2.79 -0.692
N 1.66 2.40 -2.56 -0.388
C 2.32 1.23 -2.71 0.554
O 2.10 0.19 -2.10 -0.612
C 3.45 1.31 -3.71 0.278
C 4.34 0.31 -4.06 -0.311
C 5.32 0.61 -5.00 -0.646
C 5.40 1.88 -5.57 -0.379
C 4.50 2.87 -5.21 -0.616
C 3.53 2.56 -4.28 0.051
H 4.26 -0.66 -3.59 0.476
H 6.04 -0.15 -5.29 0.377
H 6.17 2.09 -6.30 0.371
H 4.55 3.86 -5.65 0.413
```

---

(3)
Here is C41H34BaP2SSiTe as an isolated structure from OMol25. Energies are from ωB97M-V/def2-TZVPD.

Output
Spin multiplicity: 1
Frontier orbital gap in eV: 6.07

```
81
Properties=species:S:1:pos:R:3:mulliken_charge:R:1
Ba -1.73 -1.02 -1.31 1.643
C -1.21 3.24 -2.90 -1.416
Si -0.74 1.94 -1.60 -0.276
C 1.20 2.04 -1.47 -0.147
C 1.78 3.29 -1.21 -0.374
C 3.15 3.47 -1.11 -0.933
C 4.00 2.38 -1.27 -0.844
C 3.46 1.13 -1.54 -0.057
C 2.07 0.96 -1.63 0.606
P 1.43 -0.69 -2.05 0.010
C 1.86 -1.80 -0.66 1.049
C 1.33 -3.09 -0.72 -0.666
C 1.54 -4.00 0.31 -0.800
C 2.28 -3.62 1.43 -0.785
C 2.80 -2.33 1.50 -0.286
C 2.60 -1.43 0.46 -0.483
C 2.56 -1.22 -3.38 0.308
C 3.43 -2.30 -3.27 -0.200
C 4.23 -2.67 -4.35 -0.719
C 4.18 -1.95 -5.53 -0.463
C 3.32 -0.87 -5.65 -0.646
C 2.51 -0.51 -4.58 -0.522
C -1.23 2.83 0.05 0.832
C -1.73 4.13 0.12 -0.173
C -2.16 4.68 1.32 -0.767
C -2.11 3.94 2.50 -0.852
C -1.60 2.65 2.47 -0.193
C -1.17 2.11 1.26 -0.329
P -0.35 0.50 1.15 2.138
C 0.88 0.60 2.49 0.259
C 0.81 -0.10 3.69 -0.325
C 1.79 0.07 4.66 -0.677
C 2.84 0.95 4.44 -0.592
C 2.91 1.66 3.25 -0.610
C 1.94 1.48 2.27 -0.558
C -1.54 -0.78 1.66 -1.703
C -2.92 -0.55 1.68 -0.367
C -3.80 -1.62 1.81 -0.677
C -3.32 -2.92 1.93 -0.716
C -1.95 -3.15 1.91 -0.817
C -1.06 -2.10 1.76 0.330
H -0.72 4.21 -2.80 0.376
H -1.00 2.87 -3.91 0.324
H -2.30 3.40 -2.84 0.311
H 1.13 4.15 -1.08 0.322
H 3.56 4.45 -0.91 0.434
H 5.08 2.50 -1.20 0.421
H 4.12 0.29 -1.69 0.499
H 0.76 -3.41 -1.59 0.586
H 1.13 -5.00 0.25 0.475
H 2.44 -4.31 2.24 0.364
H 3.37 -2.02 2.37 0.396
H 3.01 -0.43 0.53 0.301
H 3.49 -2.86 -2.35 0.333
H 4.91 -3.51 -4.25 0.403
H 4.81 -2.24 -6.37 0.372
H 3.27 -0.30 -6.57 0.401
H 1.85 0.35 -4.68 0.418
H -1.80 4.74 -0.78 0.376
H -2.55 5.69 1.34 0.408
H -2.46 4.37 3.43 0.405
H -1.52 2.07 3.38 0.458
H -0.02 -0.78 3.87 0.365
H 1.72 -0.48 5.59 0.430
H 3.60 1.09 5.20 0.386
H 3.72 2.36 3.09 0.462
H 2.00 2.04 1.34 0.238
H -3.30 0.46 1.56 0.354
H -4.87 -1.44 1.80 0.562
H -4.02 -3.74 2.03 0.417
H -1.57 -4.17 1.99 0.466
H 0.00 -2.29 1.70 0.376
Te -4.54 0.40 -1.83 -0.244
C -5.85 -0.89 -0.81 0.042
C -6.65 -0.61 0.26 -0.607
C -7.42 -1.73 0.71 -0.432
C -7.19 -2.86 -0.03 -0.437
S -6.05 -2.54 -1.27 -0.170
H -6.70 0.37 0.71 0.426
H -8.11 -1.70 1.54 0.375
H -7.64 -3.83 0.09 0.405
```

---

no.,lowest unoccupied orbital energy (eV)
1,-2.5
2,4.1
3,-0.3